Entry from OMol25: a molecular structure, C30H54P2Sn at a distorted geometry (the ωB97M-V functional and the def2-TZVPD basis).

Geometry as XYZ:
```
87
Properties=species:S:1:pos:R:3:forces:R:3
Sn -0.454161 -0.024092 0.024566 1.49 -0.39 1.21
C 1.945332 -0.210555 -2.321915 -0.05 0.51 0.03
C 1.083853 0.869778 -2.690386 0.54 -1.02 -0.14
C 2.351192 1.541104 -0.886500 -0.06 0.36 0.29
C 2.760177 0.229519 -1.239324 -0.17 -0.25 -0.18
C 1.315659 1.947204 -1.771842 0.42 0.27 0.36
C 1.987167 -1.546685 -2.952914 -0.07 -0.26 -0.11
H 1.062470 -1.744846 -3.512627 0.29 -0.04 0.16
H 2.148980 -2.336830 -2.199891 -0.07 0.26 -0.32
H 2.823066 -1.603194 -3.666766 -0.14 -0.05 0.12
C 3.785434 -0.575549 -0.549769 0.54 -0.25 -0.06
H 4.074238 -1.467591 -1.119319 -0.08 0.28 0.06
H 3.390290 -0.907102 0.422250 0.02 0.12 -0.24
H 4.694922 0.007292 -0.334521 -0.31 -0.09 -0.12
C 2.887050 2.324329 0.253685 0.10 -0.02 0.10
H 3.862712 2.757865 -0.012387 -0.21 0.06 0.08
H 3.041204 1.673569 1.123331 -0.02 0.14 -0.28
H 2.197307 3.124205 0.546154 0.28 -0.07 -0.11
C 0.672661 3.275387 -1.824879 -0.20 0.29 0.14
H 1.243810 3.931570 -2.501763 -0.15 -0.08 0.12
H 0.652276 3.762207 -0.840302 0.09 -0.12 -0.31
H -0.357078 3.217923 -2.199498 0.30 0.00 0.05
C 0.206126 0.882808 -3.865599 -0.46 0.28 -0.39
H 0.798319 0.890239 -4.794516 -0.06 -0.08 0.20
H -0.437542 1.767386 -3.878859 0.28 -0.23 -0.04
H -0.449477 0.003363 -3.902838 0.24 0.09 -0.01
C -3.160511 -0.918235 -1.141252 0.22 -0.40 -1.19
C -2.425853 -1.018134 -2.273585 -0.86 -0.33 0.86
C -3.006619 -0.697065 -3.615363 -0.07 -0.18 -0.73
C -3.173790 0.819785 -3.980620 0.04 -0.08 -0.55
C -2.844023 1.819010 -2.912093 -0.69 0.47 0.40
C -3.564215 1.904398 -1.781018 0.06 0.32 -0.72
C -4.792794 1.066728 -1.571491 -0.37 -0.09 0.28
C -4.575481 -0.426202 -1.166059 -0.67 -0.20 0.46
H -4.001960 -1.177924 -3.721353 0.58 0.15 0.14
H -4.229181 0.955042 -4.292426 0.55 0.10 0.05
H -2.359448 -1.149281 -4.394838 -0.45 0.12 0.41
H -5.176062 -1.058142 -1.857080 0.35 0.26 0.48
H -2.847179 -1.308118 -0.168727 0.36 0.06 -0.21
H -1.416483 -1.434122 -2.295820 -0.18 0.07 0.34
H -5.008104 -0.559279 -0.154662 0.15 -0.10 -0.58
H -5.398350 1.540069 -0.775424 0.15 -0.20 -0.54
H -3.417663 2.714705 -1.063671 0.17 -0.16 -0.30
H -5.397550 1.063821 -2.499297 0.25 0.22 0.46
H -2.543252 1.022005 -4.865330 -0.44 -0.03 0.33
H -2.139072 2.605246 -3.197003 -0.09 -0.27 0.43
P -0.215842 -2.824523 0.674656 -0.57 0.00 -0.20
C 1.457707 -3.478793 0.965688 0.23 0.37 -0.02
H 1.406636 -4.446458 1.481501 -0.03 0.17 -0.24
H 1.990735 -2.755199 1.590498 -0.10 -0.29 -0.08
H 2.005760 -3.576977 0.019717 -0.17 -0.08 0.19
C -1.118764 -3.307340 2.180165 -0.07 0.13 0.13
H -0.902215 -4.354677 2.430669 -0.15 0.24 -0.06
H -2.197307 -3.170765 2.027399 0.23 -0.11 0.05
H -0.802955 -2.665637 3.012541 -0.03 -0.17 -0.16
C -0.883066 -3.907380 -0.631808 -0.09 -0.10 0.01
H -1.915927 -3.616571 -0.868200 0.27 -0.15 0.07
H -0.854023 -4.955257 -0.300426 -0.03 0.24 -0.19
H -0.276387 -3.791661 -1.541046 -0.15 -0.09 0.22
P -1.508184 1.611648 1.925188 -0.13 -0.55 -0.14
C -1.571152 3.267281 1.178146 0.00 0.33 -0.14
H -2.365058 3.865183 1.653468 0.29 -0.13 -0.16
H -1.766815 3.195713 0.094381 0.03 0.00 0.51
H -0.608345 3.781752 1.317549 -0.29 -0.16 0.03
C -3.223670 1.142650 2.293275 -0.36 -0.01 0.28
H -3.879994 1.299535 1.419138 0.34 0.00 0.31
H -3.609219 1.716099 3.152766 0.05 -0.16 -0.35
H -3.249957 0.073116 2.552128 -0.01 0.33 -0.03
C -0.642974 1.783374 3.510476 0.11 0.04 0.25
H -1.112731 2.582949 4.105155 0.14 -0.25 -0.15
H 0.420125 2.018333 3.342285 -0.42 -0.07 -0.03
H -0.679776 0.835334 4.069461 -0.05 0.31 -0.23
C 4.464225 0.354787 2.984110 0.24 0.06 -0.14
C 3.252188 -0.500701 3.380206 0.56 -0.18 0.46
C 3.740931 -1.951599 3.479415 0.09 -0.22 0.15
C 2.868236 -0.062613 4.797988 -0.19 -0.08 0.26
C 2.140528 -0.395016 2.412219 -1.59 0.39 -1.01
C 1.214188 -0.310543 1.592093 1.03 0.49 0.77
H 5.259785 0.176852 3.719863 -0.17 0.03 -0.21
H 4.243884 1.424485 3.016800 -0.04 -0.06 -0.12
H 4.859960 0.078769 2.000275 -0.07 0.14 0.16
H 4.585153 -1.988317 4.182569 -0.21 -0.03 -0.22
H 2.961019 -2.610886 3.874344 0.07 0.04 -0.16
H 4.093051 -2.325542 2.514652 -0.04 -0.06 0.04
H 2.571942 0.984135 4.839824 -0.09 0.06 -0.04
H 2.069894 -0.681721 5.214468 -0.02 0.08 -0.07
H 3.745756 -0.182113 5.449128 -0.23 0.04 -0.18
```
Forces are in eV/Å.

Properties
Relative energy (zero: lowest compared OMol25 entry of this formula, charge and spin): 0.0 kJ/mol
HOMO level (spin up / spin down): -13.3 / -13.3 eV
Spin multiplicity: 1
Molar mass: 595.4 g mol⁻¹
Total charge: +2
Electronic energy: -56377.0173 eV

Results of the Mulliken charge analysis, in e, for atoms 1 through 4: 0.27 0.48 1.17 0.70